No. 1
A molecular structure, C49H82NP3PtSi. Source: OMol25; level of theory: ωB97M-V/def2-TZVPD.

Summary:
Gap between HOMO and LUMO (spin up / spin down) (Eh): 0.2062 / 0.2758
Multiplicity: 3
Charge: 0
Lowest unoccupied orbital energy (spin up / spin down) (eV): 0.6201 / 0.2191

Atoms and positions in Å:
Pt1 -0.144 -0.017 0.353
C1 3.388 -0.415 -1.210
Si1 1.610 0.191 -1.217
C2 0.919 -0.657 -2.782
C3 1.457 -0.383 -4.049
C4 0.975 -0.999 -5.195
C5 -0.044 -1.942 -5.084
C6 -0.577 -2.240 -3.839
C7 -0.117 -1.595 -2.685
P1 -0.892 -1.826 -1.020
C8 -2.646 -2.283 -1.408
C9 -3.568 -1.965 -0.217
C10 -4.983 -2.459 -0.510
C11 -5.026 -4.001 -0.584
C12 -3.647 -4.584 -0.921
C13 -2.921 -3.717 -1.949
C14 -0.160 -3.408 -0.391
C15 -0.697 -3.712 1.043
C16 0.431 -3.949 2.040
C17 1.390 -5.016 1.522
C18 2.015 -4.612 0.165
C19 1.374 -3.355 -0.428
C20 1.674 2.071 -1.482
C21 2.858 2.784 -1.694
C22 2.888 4.176 -1.641
C23 1.726 4.883 -1.365
C24 0.532 4.196 -1.167
C25 0.501 2.806 -1.220
P2 -1.021 1.788 -1.065
C26 -1.464 1.776 -2.871
C27 -2.621 0.835 -3.253
C28 -3.102 1.145 -4.668
C29 -3.763 2.534 -4.728
C30 -3.157 3.494 -3.690
C31 -1.676 3.189 -3.469
C32 -2.277 2.867 -0.254
C33 -3.631 2.104 -0.201
C34 -4.411 2.360 1.094
C35 -4.288 3.827 1.485
C36 -2.843 4.135 1.898
C37 -1.813 3.256 1.160
H1 3.803 -0.370 -2.226
H2 3.428 -1.458 -0.879
H3 4.032 0.171 -0.547
H4 2.256 0.351 -4.140
H5 1.384 -0.749 -6.166
H6 -0.424 -2.445 -5.965
H7 -1.370 -2.977 -3.788
H8 -2.904 -1.575 -2.192
H9 -3.568 -0.892 -0.033
H10 -3.200 -2.431 0.702
H11 -5.310 -2.026 -1.462
H12 -5.677 -2.093 0.249
H13 -5.749 -4.314 -1.341
H14 -5.373 -4.412 0.367
H15 -3.747 -5.603 -1.302
H16 -3.042 -4.652 -0.015
H17 -3.555 -3.632 -2.839
H18 -2.012 -4.217 -2.277
H19 -0.470 -4.208 -1.066
H20 -1.332 -4.603 1.014
H21 -1.314 -2.890 1.408
H22 0.011 -4.252 3.002
H23 0.950 -3.008 2.205
H24 0.829 -5.949 1.409
H25 2.172 -5.218 2.258
H26 1.921 -5.437 -0.548
H27 3.086 -4.428 0.279
H28 1.710 -3.227 -1.461
H29 1.711 -2.474 0.117
H30 3.780 2.243 -1.894
H31 3.820 4.706 -1.803
H32 1.747 5.965 -1.297
H33 -0.371 4.757 -0.944
H34 -0.558 1.351 -3.302
H35 -3.466 0.929 -2.564
H36 -2.267 -0.187 -3.195
H37 -3.801 0.378 -5.007
H38 -2.243 1.099 -5.345
H39 -4.837 2.438 -4.556
H40 -3.646 2.954 -5.729
H41 -3.690 3.402 -2.741
H42 -3.283 4.529 -4.013
H43 -1.209 3.960 -2.857
H44 -1.164 3.233 -4.436
H45 -2.377 3.778 -0.855
H46 -3.449 1.036 -0.306
H47 -4.254 2.402 -1.046
H48 -4.026 1.725 1.900
H49 -5.457 2.083 0.945
H50 -4.975 4.084 2.292
H51 -4.576 4.440 0.622
H52 -2.731 3.961 2.971
H53 -2.627 5.194 1.733
H54 -1.610 2.344 1.726
H55 -0.862 3.784 1.105
C38 3.094 -1.098 2.589
C39 2.464 -0.527 3.879
C40 3.591 -0.116 4.834
C41 1.656 -1.657 4.549
P3 1.230 0.821 3.386
N1 0.310 0.317 2.232
C42 2.212 2.359 2.929
C43 1.320 3.283 2.084
C44 2.820 3.152 4.093
C45 3.344 1.899 1.999
C46 0.134 1.217 4.880
C47 -0.983 0.155 4.956
C48 0.833 1.317 6.242
C49 -0.578 2.551 4.605
H56 3.314 -2.160 2.733
H57 4.031 -0.600 2.339
H58 2.421 -1.005 1.733
H59 4.139 -1.017 5.131
H60 3.230 0.357 5.745
H61 4.311 0.553 4.363
H62 2.260 -2.570 4.546
H63 0.727 -1.867 4.021
H64 1.419 -1.426 5.588
H65 0.698 3.938 2.691
H66 0.680 2.704 1.426
H67 1.956 3.916 1.457
H68 2.065 3.658 4.693
H69 3.472 3.928 3.675
H70 3.430 2.541 4.757
H71 2.975 1.219 1.230
H72 4.157 1.412 2.536
H73 3.757 2.780 1.496
H74 -0.666 -0.750 5.471
H75 -1.330 -0.117 3.956
H76 -1.825 0.574 5.517
H77 1.199 0.353 6.594
H78 0.104 1.671 6.980
H79 1.664 2.022 6.246
H80 -0.996 2.585 3.599
H81 0.076 3.411 4.741
H82 -1.403 2.654 5.317

***

No. 2
6 unconnected molecules or ions with the total composition C49H95BrF2NO15Si. Source: OMol25; level of theory: ωB97M-V/def2-TZVPD.

Summary:
Gap between HOMO and LUMO (Eh): 0.1975
Charge: +1
Lowest unoccupied orbital energy (eV): -4.7569

Atoms and positions in Å:
C1 6.448 3.428 -0.205
C2 5.318 2.854 -1.214
C3 4.493 3.774 -2.145
C4 3.404 3.142 -3.042
C5 3.068 1.603 -3.071
C6 1.965 0.927 -3.977
N1 0.540 1.017 -3.494
Br1 -0.029 2.803 -3.109
C7 0.156 0.039 -2.427
F1 0.001 -1.238 -3.093
F2 1.115 -0.153 -1.413
C8 -1.248 0.337 -1.713
C9 -1.069 1.087 -0.272
Si1 -2.480 2.345 0.096
C10 -2.798 2.364 2.008
C11 -4.057 2.033 -0.938
C12 -1.770 4.097 -0.350
C13 -0.508 4.716 0.324
C14 0.024 6.143 -0.066
C15 -0.703 6.997 -1.164
C16 -1.946 6.347 -1.849
C17 -2.471 4.938 -1.450
C18 3.987 0.733 -2.128
C19 5.085 1.320 -1.217
H1 7.408 2.832 -0.348
H2 6.546 4.543 -0.437
H3 5.999 3.294 0.850
H4 4.663 4.911 -2.146
H5 2.765 3.818 -3.724
H6 2.256 -0.172 -4.192
H7 2.003 1.447 -5.007
H8 -0.050 0.761 -4.321
H9 -2.025 0.834 -2.382
H10 -1.685 -0.700 -1.444
H11 -0.089 1.702 -0.261
H12 -1.063 0.290 0.546
H13 -2.452 3.348 2.497
H14 -3.926 2.239 2.222
H15 -2.217 1.528 2.551
H16 -3.759 2.165 -2.049
H17 -4.813 2.850 -0.657
H18 -4.458 0.975 -0.720
H19 0.086 4.148 1.131
H20 0.959 6.593 0.432
H21 -0.352 8.040 -1.448
H22 -2.469 6.952 -2.669
H23 -3.387 4.515 -1.999
H24 3.781 -0.402 -2.156
H25 5.677 0.570 -0.576
C20 6.299 -4.888 1.665
O1 5.271 -5.131 0.720
C21 4.445 -6.229 1.100
C22 3.127 -6.191 0.332
O2 2.182 -5.281 0.901
C23 2.436 -3.896 0.666
C24 2.106 -3.467 -0.759
O3 3.171 -3.812 -1.641
C25 2.753 -3.845 -2.992
H26 6.943 -5.765 1.770
H27 6.898 -4.048 1.309
H28 5.868 -4.616 2.635
H29 4.243 -6.197 2.177
H30 4.984 -7.151 0.857
H31 2.664 -7.177 0.413
H32 3.280 -5.992 -0.730
H33 3.457 -3.629 0.948
H34 1.765 -3.361 1.344
H35 1.985 -2.378 -0.795
H36 1.175 -3.948 -1.079
H37 1.993 -4.620 -3.135
H38 3.617 -4.093 -3.611
H39 2.361 -2.869 -3.300
C26 10.188 -11.924 -2.809
O4 9.279 -10.906 -2.432
C27 8.099 -11.438 -1.836
C28 7.361 -10.351 -1.059
O5 7.916 -10.126 0.238
C29 9.150 -9.404 0.269
C30 8.970 -7.914 0.004
O6 8.860 -7.669 -1.395
C31 8.266 -6.414 -1.668
H40 9.730 -12.603 -3.533
H41 11.058 -11.450 -3.267
H42 10.524 -12.480 -1.926
H43 8.355 -12.263 -1.161
H44 7.458 -11.811 -2.643
H45 6.342 -10.702 -0.880
H46 7.289 -9.422 -1.627
H47 9.886 -9.853 -0.400
H48 9.528 -9.523 1.288
H49 9.848 -7.368 0.369
H50 8.075 -7.555 0.525
H51 7.240 -6.389 -1.285
H52 8.232 -6.280 -2.751
H53 8.855 -5.603 -1.227
C32 -10.262 0.123 -1.209
O7 -9.991 0.859 -0.030
C33 -8.688 0.593 0.478
C34 -8.265 1.688 1.454
O8 -7.771 2.855 0.793
C35 -8.762 3.687 0.182
C36 -9.557 4.502 1.195
O9 -10.583 3.704 1.775
C37 -11.051 4.245 2.998
H54 -10.195 -0.952 -1.019
H55 -11.275 0.364 -1.535
H56 -9.566 0.411 -2.005
H57 -7.965 0.534 -0.345
H58 -8.725 -0.370 1.001
H59 -7.424 1.308 2.038
H60 -9.061 1.936 2.157
H61 -9.410 3.108 -0.478
H62 -8.202 4.384 -0.449
H63 -10.038 5.346 0.688
H64 -8.883 4.879 1.971
H65 -10.244 4.265 3.737
H66 -11.846 3.600 3.375
H67 -11.451 5.253 2.847
C38 8.015 0.925 -3.998
O10 9.283 1.397 -4.413
C39 9.174 2.444 -5.374
C40 10.488 3.216 -5.469
O11 10.636 4.183 -4.428
C41 10.957 3.663 -3.136
C42 12.408 3.210 -3.025
O12 12.566 1.912 -3.589
C43 13.917 1.632 -3.909
H68 7.449 0.536 -4.850
H69 8.170 0.121 -3.277
H70 7.454 1.728 -3.505
H71 8.365 3.130 -5.097
H72 8.948 1.984 -6.343
H73 10.472 3.790 -6.398
H74 11.349 2.548 -5.516
H75 10.259 2.876 -2.844
H76 10.809 4.497 -2.445
H77 12.693 3.150 -1.968
H78 13.056 3.929 -3.537
H79 14.277 2.328 -4.674
H80 13.969 0.620 -4.314
H81 14.547 1.691 -3.016
C44 -16.447 1.097 7.134
O13 -15.544 2.112 7.533
C45 -14.203 1.812 7.157
C46 -13.347 3.075 7.195
O14 -13.496 3.878 6.022
C47 -14.713 4.624 5.932
C48 -14.735 5.834 6.858
O15 -15.074 5.438 8.183
C49 -14.689 6.406 9.142
H82 -16.182 0.141 7.594
H83 -17.447 1.383 7.462
H84 -16.455 1.002 6.042
H85 -14.179 1.381 6.150
H86 -13.812 1.083 7.876
H87 -12.298 2.767 7.203
H88 -13.520 3.658 8.100
H89 -15.582 3.979 6.079
H90 -14.753 4.985 4.901
H91 -15.499 6.542 6.516
H92 -13.754 6.322 6.845
H93 -13.600 6.526 9.143
H94 -14.997 6.051 10.127
H95 -15.176 7.365 8.941

***

No. 3
7 unconnected molecules or ions with the total composition C49H99BF2N3O19S6Si. Source: OMol25; level of theory: ωB97M-V/def2-TZVPD.

Summary:
Gap between HOMO and LUMO (Eh): 0.2925
Charge: +1
Lowest unoccupied orbital energy (eV): -2.5060

Atoms and positions in Å:
C1 -5.072 2.563 3.238
C2 -4.003 1.585 3.987
C3 -3.747 0.227 3.133
C4 -2.151 0.086 2.808
C5 -1.732 0.874 1.454
C6 -0.849 -0.046 0.437
C7 0.510 0.726 0.082
C8 1.309 0.194 -1.215
C9 0.617 -1.000 -2.032
C10 1.820 -1.750 -2.848
C11 2.587 -2.952 -2.102
C12 2.945 -2.669 -0.572
C13 4.467 -2.550 -0.178
C14 4.896 -2.273 1.306
C15 3.850 -2.057 2.451
C16 2.355 -2.175 2.072
C17 1.935 -2.497 0.590
C18 0.997 -2.385 -4.116
C19 1.826 -2.339 -5.512
B1 2.271 -3.909 -5.736
N1 1.879 -4.726 -6.956
O1 3.064 -4.640 -4.751
C20 1.245 -1.514 -6.753
F1 0.856 -0.176 -6.341
F2 2.358 -1.362 -7.676
C21 -0.050 -2.152 -7.455
C22 0.050 -2.060 -9.063
Si1 -1.660 -2.126 -9.953
C23 -2.396 -3.889 -10.091
C24 -2.929 -1.045 -8.954
C25 -1.421 -1.246 -11.650
C26 -2.631 -0.658 -12.424
C27 -2.319 0.070 -13.779
C28 -0.865 0.220 -14.316
C29 0.328 -0.394 -13.537
C30 0.052 -1.142 -12.178
C31 3.057 -1.388 -5.001
N2 4.438 -1.997 -5.145
N3 2.800 -0.873 -3.587
H1 -5.182 3.484 3.911
H2 -6.092 2.052 3.145
H3 -4.639 2.791 2.205
H4 -4.373 1.274 5.038
H5 -2.987 2.117 4.088
H6 -4.380 0.224 2.164
H7 -4.071 -0.677 3.759
H8 -1.959 -1.036 2.708
H9 -1.622 0.484 3.746
H10 -1.217 1.863 1.718
H11 -2.710 1.111 0.908
H12 -1.515 -0.295 -0.454
H13 -0.545 -0.976 1.057
H14 0.264 1.837 -0.036
H15 1.239 0.637 0.977
H16 2.402 -0.014 -0.904
H17 1.381 1.092 -1.949
H18 -0.107 -0.512 -2.790
H19 0.135 -1.816 -1.403
H20 3.600 -3.073 -2.652
H21 2.072 -3.968 -2.182
H22 5.319 -2.687 -0.925
H23 5.998 -2.214 1.634
H24 4.108 -1.824 3.533
H25 1.519 -2.032 2.854
H26 0.817 -2.602 0.412
H27 0.877 -3.512 -3.897
H28 -0.089 -2.066 -4.264
H29 0.906 -5.031 -6.740
H30 1.876 -4.133 -7.799
H31 2.587 -5.498 -4.666
H32 -0.259 -3.237 -7.152
H33 -0.954 -1.543 -7.070
H34 0.493 -1.022 -9.315
H35 0.797 -2.820 -9.515
H36 -1.590 -4.690 -10.228
H37 -2.904 -4.109 -9.072
H38 -3.230 -3.987 -10.878
H39 -3.646 -0.618 -9.737
H40 -3.462 -1.689 -8.168
H41 -2.322 -0.184 -8.478
H42 -3.712 -0.734 -12.046
H43 -3.151 0.534 -14.414
H44 -0.633 0.779 -15.297
H45 1.416 -0.311 -13.871
H46 0.959 -1.572 -11.644
H47 3.210 -0.389 -5.556
H48 5.119 -1.255 -4.886
H49 4.599 -2.133 -6.163
H50 3.628 -0.534 -3.060
H51 2.280 0.012 -3.787
O2 -4.223 0.447 7.107
S1 -3.075 0.248 7.954
O3 -2.611 -1.068 8.308
O4 -3.261 1.116 9.305
C32 -4.430 0.894 10.103
C33 -4.355 -0.421 10.856
C34 -1.707 1.150 7.286
H52 -5.331 0.946 9.484
H53 -4.485 1.714 10.821
H54 -4.361 -1.271 10.171
H55 -5.209 -0.530 11.529
H56 -3.434 -0.479 11.437
H57 -2.031 2.162 7.042
H58 -1.381 0.632 6.382
H59 -0.900 1.162 8.017
O5 -9.059 2.468 7.686
S2 -7.884 3.257 7.423
O6 -7.090 3.815 8.488
O7 -8.266 4.439 6.384
C35 -9.322 5.337 6.736
C36 -8.894 6.310 7.820
C37 -6.809 2.348 6.354
H60 -10.215 4.780 7.033
H61 -9.575 5.898 5.834
H62 -8.691 5.792 8.759
H63 -9.679 7.047 8.009
H64 -7.979 6.830 7.531
H65 -7.387 1.946 5.522
H66 -6.374 1.534 6.937
H67 -6.020 3.010 5.999
O8 5.516 1.111 -2.206
S3 6.694 1.900 -2.472
O9 7.489 2.455 -1.411
O10 6.313 3.080 -3.511
C38 5.258 3.981 -3.160
C39 5.688 4.956 -2.078
C40 7.768 0.987 -3.540
H68 4.364 3.426 -2.861
H69 5.005 4.540 -4.064
H70 5.891 4.440 -1.139
H71 4.904 5.694 -1.890
H72 6.604 5.474 -2.370
H73 7.189 0.585 -4.372
H74 8.201 0.174 -2.957
H75 8.558 1.648 -3.897
O11 -2.633 -0.373 13.614
S4 -1.268 -0.005 13.884
O12 -0.297 -0.968 14.333
O13 -1.252 1.261 14.891
C41 -1.921 1.137 16.149
C42 -1.150 0.251 17.111
C43 -0.607 0.819 12.465
H76 -2.942 0.770 16.005
H77 -1.995 2.141 16.570
H78 -1.107 -0.779 16.753
H79 -1.626 0.243 18.094
H80 -0.121 0.602 17.215
H81 -1.315 1.577 12.129
H82 -0.462 0.070 11.685
H83 0.350 1.268 12.730
O14 -0.927 3.322 -2.185
S5 -0.287 4.559 -2.556
O15 0.192 5.493 -1.572
O16 -1.228 5.348 -3.607
C44 -2.569 5.661 -3.218
C45 -2.611 6.788 -2.202
C46 1.047 4.200 -3.662
H84 -3.076 4.768 -2.841
H85 -3.096 5.975 -4.121
H86 -2.146 6.491 -1.261
H87 -3.643 7.077 -1.988
H88 -2.066 7.660 -2.572
H89 0.695 3.518 -4.437
H90 1.841 3.729 -3.080
H91 1.408 5.132 -4.095
O17 8.102 -4.823 -2.737
S6 6.772 -5.361 -2.617
O18 5.843 -4.876 -1.627
O19 6.863 -6.971 -2.502
C47 7.653 -7.534 -1.450
C48 6.976 -7.389 -0.099
C49 5.977 -5.285 -4.195
H92 8.653 -7.089 -1.442
H93 7.774 -8.595 -1.676
H94 6.893 -6.340 0.192
H95 7.547 -7.905 0.677
H96 5.964 -7.799 -0.130
H97 6.653 -5.679 -4.954
H98 5.750 -4.238 -4.401
H99 5.055 -5.861 -4.154

***

We obtain molecular weight values of 1001.29; 1084.28; 1303.63 g mol⁻¹ for the records listed above, in that order.
We obtain E values of -92627.232; -167887.527; -174774.635 eV for the records listed above, in that order.